Entry 1:
ORCA calculation (wB97M-V/def2-TZVPD) on an isolated molecule of C3H7NO at a distorted geometry.

Computed properties:
LUMO level: 0.0341 Ha
ΔE to the lowest compared entry with this formula, charge and spin: 28.1 kcal per mole
HOMO: -9.83 eV
SMILES: CCNC=O
HOMO-LUMO gap: 0.3955 hartree

The geometry in ORCA input format:
```
! wB97M-V def2-TZVPD RIJCOSX def2/J DEFGRID3
* xyz 0 1
H -0.81 -1.30 0.15
N -0.83 -0.22 -0.24
H -1.99 1.39 -0.13
C -2.09 0.24 -0.05
H 1.65 -1.12 0.88
C 1.64 -0.46 -0.04
C 0.40 0.47 0.04
H 0.41 1.03 0.98
O -3.10 -0.44 0.04
H 2.51 0.22 0.11
H 1.75 -1.07 -0.96
H 0.48 1.26 -0.78
*
```


Entry 2:
ORCA calculation (wB97M-V/def2-TZVPD) on an isolated molecule of C5H7N.

Computed properties:
LUMO level: -0.0080 Ha
ΔE to the lowest compared entry with this formula, charge and spin: 129.8 kcal per mole
HOMO: -7.76 eV
HOMO-LUMO gap: 0.2773 hartree

The geometry in ORCA input format:
```
! wB97M-V def2-TZVPD RIJCOSX def2/J DEFGRID3
* xyz 0 1
C -0.50 0.49 0.01
H -1.88 0.39 -1.46
C -0.85 0.68 -1.31
C 1.48 -0.81 0.68
C -0.92 0.04 1.33
H -0.48 1.22 -3.22
H 2.17 -0.81 1.52
H -1.24 0.73 2.10
H -1.34 -0.97 1.39
H 1.01 -1.79 0.59
N 0.47 0.22 0.87
H 2.02 -0.59 -0.25
C 0.06 1.18 -2.25
*
```


Entry 3:
ORCA calculation (wB97M-V/def2-TZVPD) on the ion C7H15N3O2 with charge +2 at a distorted geometry.

Computed properties:
LUMO level: -0.3803 Ha
ΔE to the lowest compared entry with this formula, charge and spin: 160.6 kcal per mole
HOMO: -16.87 eV
SMILES: CC(C)=[N+](O)C(=[NH2+])C(C)(C)N=O
HOMO-LUMO gap: 0.2395 hartree

The geometry in ORCA input format:
```
! wB97M-V def2-TZVPD RIJCOSX def2/J DEFGRID3
* xyz 2 1
H 2.95 0.86 0.32
H 2.73 2.45 -1.33
H -1.83 -1.24 -1.33
H 0.13 -1.27 2.64
C 1.89 2.51 -0.65
N -1.15 0.59 0.97
O -1.70 0.95 1.93
C 0.37 -0.86 0.04
H -0.44 2.69 -2.09
C -0.87 -1.49 2.14
H 1.40 3.48 -0.82
H -1.70 -1.17 2.64
H -1.06 -2.67 2.07
H -1.15 2.03 -0.58
H -1.95 -2.72 -0.26
H -0.86 0.98 -2.02
C -0.42 1.85 -1.44
H 1.89 -2.09 -0.47
N 0.97 -2.02 -0.20
C -0.92 -0.92 0.70
C 0.82 1.48 -0.69
C -2.00 -1.53 -0.19
H 2.39 2.35 0.30
N 1.10 0.22 -0.31
O 2.45 0.00 -0.11
H 0.58 -2.89 0.22
H -3.00 -1.14 0.14
*
```


Entry 4:
ORCA calculation (wB97M-V/def2-TZVPD) on an isolated molecule of C6H8N2S3 at a distorted geometry.

Computed properties:
LUMO level: 0.0069 Ha
ΔE to the lowest compared entry with this formula, charge and spin: 47.2 kcal per mole
HOMO: -9.41 eV
SMILES: N#CSCCSCCSC#N
HOMO-LUMO gap: 0.3525 hartree

The geometry in ORCA input format:
```
! wB97M-V def2-TZVPD RIJCOSX def2/J DEFGRID3
* xyz 0 1
H 0.22 0.19 1.57
C -0.63 -2.73 -1.39
N -0.82 -3.85 -1.02
H -1.23 2.57 1.82
S -2.09 0.51 0.62
N -3.76 0.01 2.98
C -3.05 0.26 2.13
S -0.55 -1.00 -1.94
S 1.42 1.27 -0.30
C -0.95 1.88 0.98
H 1.42 0.01 -2.70
H 1.53 -1.20 0.04
H 1.02 1.77 1.87
H 1.74 -1.76 -2.52
C 1.90 -0.45 -0.75
C 0.40 1.23 1.23
C 1.27 -0.84 -2.04
H -0.90 2.54 0.10
H 3.06 -0.43 -0.67
*
```


Entry 5:
ORCA calculation (wB97M-V/def2-TZVPD) on a cluster of 3 separate species, C30H50BFN3O6 in total at a distorted geometry.

Computed properties:
LUMO level (spin up / spin down): 0.0640 / 0.0529 Ha
HOMO (spin up / spin down): -4.75 / -4.75 eV
HOMO-LUMO gap (spin up / spin down): 0.2386 / 0.2275 hartree

The geometry in ORCA input format:
```
! wB97M-V def2-TZVPD RIJCOSX def2/J DEFGRID3
* xyz -1 3
C -3.60 -0.04 1.90
H 5.88 -0.44 2.74
H 0.34 1.13 2.95
H -4.16 0.88 2.07
O 2.78 -2.67 3.75
C -0.45 0.45 2.65
H 5.93 -5.05 5.64
H 0.77 -1.33 2.77
C 4.59 -3.53 4.88
C -2.11 4.30 -4.41
H -5.26 3.29 -2.25
H -3.57 1.83 0.09
H -1.67 1.96 -5.72
H 2.78 -3.38 6.09
H 6.80 -3.13 2.69
C 3.50 -4.13 5.77
C 5.95 -3.02 2.03
H -4.28 -0.75 1.43
H -2.26 6.19 -3.29
H 4.42 -1.20 0.81
H 1.07 2.93 -4.81
H -0.99 0.20 3.57
C 0.05 3.12 -5.12
H 6.28 -0.49 5.22
H -0.78 1.65 0.90
H -0.13 1.31 -6.30
C -2.74 5.20 -3.35
C -5.31 2.94 -3.28
B -4.38 3.92 -4.27
C -1.39 1.16 1.67
F -7.06 2.36 -7.70
C 6.03 -1.40 4.68
O -5.71 5.01 -6.19
H -6.36 2.96 -3.59
H -2.05 4.85 -5.36
H -2.21 1.35 -0.90
C 4.76 -2.26 2.65
H 3.97 -4.55 6.66
N -1.76 -1.02 0.51
C -0.68 0.12 -3.39
N 3.97 -3.13 3.58
H 0.08 3.74 -6.02
H -3.32 -0.42 2.88
H 6.31 -2.46 1.16
H 6.53 -4.32 4.17
H 0.84 -0.51 1.23
C 5.22 -2.32 5.58
C -5.80 2.83 -7.70
H -2.67 4.63 -2.42
H -0.96 -3.62 0.37
O -3.04 3.25 -4.43
H -3.64 0.33 -0.83
H -1.99 -1.69 3.39
C -0.63 1.79 -5.46
C 5.26 -1.03 3.41
C -5.17 4.04 -5.71
C -0.89 -1.76 1.47
C -0.61 0.87 -4.33
H 2.99 -1.30 1.82
H 3.53 -2.72 0.93
H 5.64 -4.01 1.68
C -2.41 0.25 0.97
C 5.63 -4.65 4.67
H 4.42 -1.74 6.05
C -4.43 0.46 -3.50
C -0.71 3.87 -4.03
O -5.31 3.21 -8.72
N -5.26 2.77 -6.42
H 2.96 -4.92 5.26
C -0.22 -2.92 0.75
C -1.69 -2.40 2.62
H -0.80 -0.44 -2.49
H 4.40 -0.41 3.68
H 0.44 -3.44 1.44
C -2.99 0.98 -0.24
O -4.08 5.27 -3.75
H -0.15 4.78 -3.79
C -4.87 1.57 -3.37
H -1.06 -3.14 3.12
H -4.36 2.29 -6.40
H 6.99 -1.87 4.42
H -0.72 3.27 -3.12
H 5.19 -5.46 4.09
C 0.16 -0.81 2.03
H -2.58 -2.90 2.25
H -4.16 -0.51 -3.86
C 3.87 -1.85 1.49
H 0.38 -2.58 -0.09
O -1.18 -0.88 -0.63
H 5.84 -2.69 6.40
H -1.93 1.96 2.18
*
```


Entry 6:
ORCA calculation (wB97M-V/def2-TZVPD) on an isolated molecule of C4H7NO at a distorted geometry.

Computed properties:
LUMO level: 0.0362 Ha
ΔE to the lowest compared entry with this formula, charge and spin: 126.9 kcal per mole
HOMO: -9.41 eV
SMILES: C=C1C[C@@H]1ON
HOMO-LUMO gap: 0.3820 hartree

The geometry in ORCA input format:
```
! wB97M-V def2-TZVPD RIJCOSX def2/J DEFGRID3
* xyz 0 1
H -0.01 0.42 -1.64
O 0.53 -1.45 0.17
C 0.27 0.04 0.48
C -1.00 0.60 0.09
H 2.33 -1.86 0.96
H 2.42 -1.16 -0.52
H 0.58 2.11 -0.75
H -2.73 0.09 0.93
N 1.91 -1.79 0.07
C 0.10 1.02 -0.71
C -2.32 0.55 0.15
H -2.83 1.08 -0.64
H 0.74 0.34 1.42
*
```


Entry 7:
ORCA calculation (wB97M-V/def2-TZVPD) on a structure of composition C10H27BiClIN2O2P2 at a distorted geometry.

Computed properties:
LUMO level: -0.2850 Ha
ΔE to the lowest compared entry with this formula, charge and spin: 6.3 kcal per mole
HOMO: -14.34 eV
HOMO-LUMO gap: 0.2420 hartree

The geometry in ORCA input format:
```
! wB97M-V def2-TZVPD RIJCOSX def2/J DEFGRID3
* xyz 2 1
H -2.46 -3.84 -0.28
H -2.25 -0.82 2.74
H -5.55 -1.51 -5.67
N 1.72 1.40 2.38
C -0.42 2.74 -2.98
H -1.96 -2.47 3.36
H 4.15 -2.14 2.83
Cl -1.48 1.16 1.04
O 1.71 -0.24 0.73
C -5.24 -1.05 -4.72
H 0.40 4.49 -0.96
H 5.04 -1.17 1.67
I -2.89 -0.53 -2.48
H -0.07 3.77 -3.21
H -2.90 -3.95 1.46
C 2.20 0.27 1.80
Bi -0.31 -0.35 -0.72
H 2.37 3.35 -2.37
H -0.21 2.08 -3.83
P -1.19 -2.28 1.10
H 3.57 0.20 3.26
C 4.03 -1.43 1.99
H -3.52 -2.60 0.45
N 3.28 -0.26 2.41
H 0.46 -4.02 0.64
H 0.86 -3.09 2.12
P 0.47 2.17 -1.51
H 2.51 1.58 -2.69
H -1.50 2.76 -2.78
H 1.14 3.56 0.38
H -5.86 -1.42 -3.90
H -0.64 3.55 0.16
H -0.45 -4.30 2.16
C 0.05 -3.54 1.54
C -2.66 -3.26 0.63
H 3.50 -1.93 1.18
H -5.34 0.04 -4.79
C -3.80 -1.40 -4.47
C -1.54 -1.65 2.77
C 2.23 2.34 -1.95
H 2.08 1.65 3.29
H 0.83 1.78 2.08
O -3.04 -2.06 -5.12
H 2.86 2.23 -1.05
C 0.33 3.58 -0.35
H -0.62 -1.31 3.24
*
```


Entry 8:
ORCA calculation (wB97M-V/def2-TZVPD) on a cluster of 3 separate species, C3H12O3 in total at a distorted geometry.

Computed properties:
LUMO level: 0.0190 Ha
ΔE to the lowest compared entry with this formula, charge and spin: 17.1 kcal per mole
HOMO: -10.83 eV
SMILES: CC(C)O.O.O
HOMO-LUMO gap: 0.4170 hartree

The geometry in ORCA input format:
```
! wB97M-V def2-TZVPD RIJCOSX def2/J DEFGRID3
* xyz 0 1
H -0.83 0.45 -1.02
H 2.90 -0.17 -0.06
H -0.44 -1.71 -1.15
H 0.92 1.06 1.68
O 1.26 0.19 -1.21
C -0.40 -1.24 -0.17
H 4.03 -1.09 0.02
C 0.08 0.23 -0.44
H -3.04 0.25 -0.47
H 1.44 1.09 -1.51
H -0.79 0.81 1.31
H -1.39 -1.17 0.30
H -4.37 0.54 0.11
H 0.36 -1.79 0.37
O 3.51 -0.52 0.60
C 0.19 1.03 0.87
H 0.20 2.05 0.52
O -3.60 -0.02 0.27
*
```